No. 1
ORCA calculation (ωB97M-V/def2-TZVPD) on an isolated ion of composition CH6N3S and charge +1.

The geometry in XYZ format:
```
11
Properties=species:S:1:pos:R:3:forces:R:3
N 1.437 -0.572 -0.009 -0.12 -0.32 -0.47
C 0.342 0.193 -0.224 0.57 0.07 1.68
N 0.406 1.514 -0.428 -3.18 -0.03 -0.05
N -0.779 -0.485 0.007 -0.08 -2.91 0.07
S -2.383 -0.058 0.484 -0.39 1.01 -0.08
H 2.405 -0.317 -0.129 -0.22 0.30 -0.27
H 1.238 -1.566 0.087 0.62 0.52 0.00
H -0.493 2.083 -0.402 1.79 -1.18 -0.14
H 1.240 2.036 -0.345 0.96 0.27 0.00
H -0.615 -1.517 0.224 -0.25 2.19 -0.58
H -2.799 -1.312 0.736 0.32 0.06 -0.16
```
Forces are in eV/Å.

Structure (SMILES) ... NC(N)=[NH+]S
HOMO energy ... -13.47 eV
Total charge ... +1
Frontier orbital gap ... 9.673 eV
ΔE to the lowest compared entry with this formula, charge and spin ... 0.0 kJ/mol
Total energy ... -603.89876 Eh

No. 2
ORCA calculation (ωB97M-V/def2-TZVPD) on an isolated ion of composition CH6N3S and charge +1.

The geometry in XYZ format:
```
11
Properties=species:S:1:pos:R:3:forces:R:3
C 0.605 -0.697 -0.115 1.66 2.05 2.60
N -0.461 -0.715 -0.895 -5.16 -1.04 -3.74
N 0.987 0.835 -0.072 -0.05 0.81 1.49
N -1.116 0.597 0.988 -1.31 0.67 1.92
S -0.195 1.697 0.572 1.61 -0.17 0.06
H 0.366 -1.042 0.888 0.75 0.46 0.59
H 1.565 -1.066 -0.427 -0.17 -1.06 -0.81
H -0.238 -1.345 -1.656 -1.41 0.47 -0.53
H 1.934 1.219 -0.221 -0.80 0.06 -0.03
H -1.907 0.774 1.618 0.10 0.56 -0.58
H -1.540 -0.257 -0.678 4.77 -2.82 -0.97
```
Forces are in eV/Å.

HOMO energy ... -13.86 eV
Total charge ... +1
Frontier orbital gap ... 7.412 eV
ΔE to the lowest compared entry with this formula, charge and spin ... 373.5 kJ/mol
Total energy ... -603.75650 Eh

No. 3
ORCA calculation (ωB97M-V/def2-TZVPD) on a 2-piece molecular cluster, CH6N3S overall.

The geometry in XYZ format:
```
11
Properties=species:S:1:pos:R:3:forces:R:3
C -0.279 -0.126 -0.024 -0.33 -0.92 0.83
N -1.445 0.443 0.124 -1.07 2.25 -0.09
N -0.305 -1.470 0.020 0.05 1.53 -0.72
N 0.825 0.635 -0.132 -2.56 3.27 1.58
S 2.275 -0.074 -0.018 1.10 -1.31 1.66
H -2.352 -0.013 0.071 0.57 0.09 0.19
H -1.401 1.454 0.237 -0.63 -0.43 -0.32
H -1.184 -1.877 -0.262 0.40 -0.68 0.30
H 0.531 -1.949 0.239 0.49 -1.01 -0.30
H 0.566 2.199 0.564 0.61 -3.82 -1.50
H 2.770 0.778 -0.820 1.38 1.02 -1.64
```
Forces are in eV/Å.

HOMO energy (alpha / beta) ... -13.73 / -13.74 eV
Total charge ... +1
Frontier orbital gap (alpha / beta) ... 7.484 / 7.557 eV
ΔE to the lowest compared entry with this formula, charge and spin ... 290.5 kJ/mol
Total energy ... -603.78810 Eh